No. 1
C42H57BaBrN10O4SSi2 as an isolated structure, computed with the ωB97M-V functional and the def2-TZVPD basis.

Computed properties:
charge: -2
DFT total energy: -6059.95769 a.u.
HOMO-LUMO gap: 2.8787 eV
HOMO level: 0.8 eV

Cartesian coordinates (Å):
Ba -0.39602 1.14823 -0.02208
N -6.08462 5.13117 3.54197
C -4.87268 5.17616 2.82223
C -4.10186 6.33828 2.80461
C -2.92480 6.38813 2.07572
C -2.50135 5.27846 1.35932
C -3.27458 4.12649 1.35821
C -4.45566 4.07607 2.08150
S -0.93245 5.34502 0.51458
O -0.82506 6.66182 -0.06991
O 0.04560 5.00238 1.51938
N -1.01134 4.14346 -0.50456
C -1.30018 4.18179 -1.80773
N -1.20177 2.95204 -2.41700
C -1.43084 2.88225 -3.71138
C -1.77872 3.99037 -4.48212
C -1.89829 5.17531 -3.77512
N -1.67622 5.28998 -2.47710
H -6.07975 5.73349 4.35120
H -6.33825 4.19093 3.80763
H -4.42939 7.20629 3.36719
H -2.32527 7.28899 2.05838
H -2.94517 3.25897 0.80097
H -5.05025 3.16752 2.08386
H -1.33143 1.89616 -4.16327
H -1.96268 3.93175 -5.54488
H -2.19879 6.08896 -4.28369
N -3.52607 0.47102 -2.10332
C -4.11730 0.44151 -0.88487
N -5.42984 0.18240 -0.85467
C -5.94578 0.18215 0.36893
N -7.29924 -0.02673 0.47236
N -5.28544 0.39762 1.50518
C -3.97518 0.61588 1.34618
N -3.34014 0.65138 0.18344
C -3.15670 0.79565 2.57233
C -3.71362 0.60284 3.83074
C -2.88861 0.72825 4.93591
C -1.55193 1.03706 4.73819
C -1.08814 1.21224 3.44133
N -1.87300 1.07991 2.37710
H -4.14511 0.57820 -2.88762
H -2.63269 0.93575 -2.16113
H -7.71062 -0.49092 -0.31955
H -7.60049 -0.33825 1.38007
H -4.76040 0.34965 3.91351
H -3.27892 0.57942 5.93546
H -0.86504 1.13893 5.56750
H -0.03961 1.42990 3.25396
O -0.55100 -0.84723 0.80193
O 1.95115 2.50997 -1.48384
H 1.75792 3.39082 -1.13830
H 1.62479 2.50244 -2.38924
C 6.43768 3.32630 1.99840
C 5.99925 2.78477 3.20059
C 4.85127 2.00871 3.25683
C 4.10755 1.67654 2.10136
C 4.58817 2.23301 0.89201
C 5.70031 3.05216 0.84672
Si 2.62381 0.57009 2.09767
C 2.45945 -0.85084 3.27176
C 3.22037 -1.01678 4.45112
C 3.08777 -2.13730 5.26022
C 2.13968 -3.11150 4.97356
C 1.32031 -2.92393 3.85755
C 1.47648 -1.83544 3.01993
H 7.32194 3.95204 1.95854
H 6.53959 2.99883 4.11812
H 4.50993 1.66828 4.22538
H 4.06884 1.99561 -0.02976
H 6.01777 3.46148 -0.10746
H 1.45833 0.91907 1.28903
H 3.94494 -0.26549 4.73863
H 3.71709 -2.23400 6.14080
H 2.01837 -3.97667 5.61702
H 0.53561 -3.64279 3.64056
H 0.77544 -1.65848 2.19712
C 1.39038 -5.48463 -0.81213
C 1.25234 -3.94914 -0.77823
C -0.07163 -3.59463 -0.08016
C 2.38030 -3.39151 0.10332
Si 1.36663 -3.20099 -2.51941
Br 0.64872 -1.06758 -2.37287
C 0.17749 -4.02452 -3.81077
C 0.75152 -5.35222 -4.32828
C -1.18866 -4.30887 -3.17328
C -0.10060 -3.11544 -5.01793
C 3.16971 -3.04492 -3.20065
C 3.18134 -2.67258 -4.68943
C 3.93879 -4.36489 -3.03541
C 3.94592 -1.93142 -2.47607
H 1.40947 -5.84720 0.22090
H 2.30714 -5.83200 -1.29768
H 0.54291 -5.96476 -1.30592
H -0.04787 -4.07437 0.90693
H -0.93785 -3.99620 -0.60591
H -0.27624 -2.50666 0.11012
H 2.23615 -3.75241 1.12458
H 2.36422 -2.29890 0.16381
H 3.36968 -3.71936 -0.22153
H 0.98037 -6.04660 -3.51906
H 1.65920 -5.20932 -4.91681
H 0.01207 -5.83519 -4.97951
H -1.13344 -5.06571 -2.39404
H -1.86914 -4.67858 -3.95157
H -1.62839 -3.41012 -2.73708
H 0.79670 -2.84599 -5.57038
H -0.59407 -2.19431 -4.70870
H -0.77174 -3.64185 -5.70887
H 2.78495 -3.46432 -5.32651
H 4.21678 -2.48863 -5.00064
H 2.61382 -1.75864 -4.87647
H 3.43748 -5.20789 -3.51601
H 4.09074 -4.61615 -1.98749
H 4.92905 -4.26220 -3.49634
H 3.48455 -0.95687 -2.63327
H 4.96392 -1.89360 -2.88353
H 4.02022 -2.08284 -1.40291

No. 2
C42H57GeN7PS2Si3Zr as an isolated structure, computed with the ωB97M-V functional and the def2-TZVPD basis.

Computed properties:
charge: +2
DFT total energy: -6147.67938 a.u.
2S+1: 2
HOMO-LUMO gap (alpha / beta): 6.4170 / 4.8881 eV
HOMO level (alpha / beta): -12.8 / -12.8 eV
expectation value of S²: 0.76

Cartesian coordinates (Å):
Zr -0.61452 -0.37339 0.12194
N -6.14070 -9.07538 1.67505
C -5.68839 -8.01939 1.46878
C -5.07369 -6.73419 1.27907
C -5.79461 -5.64623 0.72535
C -5.21866 -4.41639 0.60416
C -3.88527 -4.17040 0.94313
C -3.17201 -5.24226 1.52213
C -3.73869 -6.47425 1.71387
C -3.30689 -2.78975 0.78971
C -2.59045 -2.23483 1.90218
C -2.51069 -2.72917 3.24230
C -1.77427 -1.76654 3.97617
C -1.53036 -0.67980 3.12437
N -1.89985 -0.96174 1.85402
C -3.43942 -2.01332 -0.42146
C -4.25999 -2.25511 -1.55647
C -4.03838 -1.21046 -2.48232
C -3.21481 -0.28661 -1.89276
N -2.71502 -0.78622 -0.68588
H -6.77402 -5.81344 0.29247
H -5.82686 -3.65485 0.13711
H -2.11260 -5.13754 1.73886
H -3.17508 -7.26110 2.17264
H -2.83108 -3.71671 3.60443
H -1.45637 -1.75065 5.02289
H -1.02641 0.23147 3.40775
H -4.87915 -3.11021 -1.72787
H -4.50051 -1.08343 -3.44453
H -2.89893 0.67329 -2.32809
C 1.18757 3.61096 -4.81835
C 2.05270 2.39083 -5.05938
C 3.37117 2.29692 -4.31266
C 1.25148 1.03545 -5.05365
N 0.72052 0.65248 -3.74556
C 0.32108 -0.56904 -3.35241
N -0.21552 -0.49625 -2.15310
N -0.26673 0.85795 -1.83037
N 0.31149 1.56775 -2.81890
H 1.78116 4.53377 -4.58807
H 0.46218 3.52689 -3.98524
H 0.67636 3.79540 -5.78344
H 2.30594 2.36199 -6.13299
H 3.29418 1.76974 -3.35832
H 3.70292 3.29102 -4.05707
H 4.20060 1.81519 -4.90487
H 1.86382 0.22416 -5.39753
H 0.44331 1.06241 -5.78429
H 0.38979 -1.45401 -3.98852
C -3.71070 3.01882 0.30724
Si -2.49749 3.26069 1.76799
C -3.28110 2.40398 3.25996
C -2.52326 5.11885 2.08051
Ge -0.26823 2.40887 1.15164
Si 1.01372 2.72622 3.22743
C -0.04891 3.72415 4.40640
C 1.57697 1.08958 3.90338
C 2.57929 3.79022 2.94511
Si 0.65270 4.35362 -0.10660
C 2.27295 3.72542 -0.80152
C -0.59351 4.53904 -1.54366
C 0.84994 5.96310 0.86228
H -3.99752 3.88587 -0.32596
H -4.62988 2.58238 0.76604
H -3.39586 2.30062 -0.44723
H -3.92881 3.08380 3.87819
H -2.59088 1.89196 3.91203
H -3.90188 1.61460 2.82497
H -3.56139 5.52440 2.10882
H -1.93566 5.57184 1.31857
H -2.07768 5.20173 3.06969
H -1.10802 3.52389 4.27874
H 0.24543 4.78591 4.22741
H 0.14619 3.45356 5.47030
H 0.79623 0.30261 4.06816
H 2.03621 1.32344 4.91153
H 2.35211 0.64361 3.23280
H 2.38516 4.87005 2.80806
H 3.12438 3.36862 2.10420
H 3.21786 3.70760 3.83540
H 2.11556 3.20187 -1.72072
H 2.69748 2.99607 -0.07580
H 2.95283 4.61282 -0.87556
H -0.93289 3.52732 -1.80767
H -0.09569 5.00660 -2.41382
H -1.49390 5.11862 -1.35509
H 0.40922 5.88308 1.87051
H 0.29442 6.81840 0.38610
H 1.91991 6.34122 0.96049
S 0.42956 -2.71077 0.50569
P 2.20880 -2.00734 -0.19651
S 2.09264 0.02666 0.05685
C 3.45249 -2.81187 0.88798
C 4.26873 -2.04284 1.78777
C 5.28586 -2.67559 2.43967
C 5.46114 -4.06900 2.34374
C 4.57314 -4.78860 1.61450
C 3.59540 -4.18441 0.84010
C 2.71366 -2.61925 -1.81211
C 4.06362 -2.50998 -2.16396
C 4.53080 -3.26968 -3.23812
C 3.63385 -4.07916 -4.01187
C 2.29606 -4.01949 -3.70078
C 1.79463 -3.31475 -2.59933
H 4.14654 -0.94075 1.88814
H 6.00196 -2.12991 3.07401
H 6.28038 -4.55007 2.84538
H 4.65172 -5.86058 1.67930
H 3.00996 -4.73948 0.07488
H 4.76562 -1.90671 -1.58340
H 5.61731 -3.21471 -3.42918
H 3.97490 -4.74079 -4.75033
H 1.58285 -4.60248 -4.24791
H 0.73674 -3.28854 -2.42915

No. 3
C42H58BrN3O4Re as an isolated structure, computed with the ωB97M-V functional and the def2-TZVPD basis.

Computed properties:
DFT total energy: -4752.84421 a.u.
2S+1: 4
HOMO-LUMO gap (alpha / beta): 7.9465 / 7.0478 eV
HOMO level (alpha / beta): -7.7 / -8.0 eV
expectation value of S²: 3.77

Cartesian coordinates (Å):
Re -0.20893 0.20314 -0.41030
C 1.42521 1.09170 2.12972
N 1.76553 0.40316 0.87169
C 2.73775 1.21084 0.11247
C 2.31433 -0.95121 1.13001
C 1.72237 -1.99256 0.18904
N 0.24842 -1.89738 0.10089
C -0.37552 -2.27755 1.40322
C -1.85325 -2.02022 1.47786
C -2.74940 -3.06539 1.60381
C -4.10924 -2.82365 1.74754
C -4.51476 -1.49358 1.79369
C -3.65091 -0.40711 1.68350
C -2.28502 -0.68359 1.47896
O -1.36651 0.27906 1.28166
C -4.17239 1.03105 1.79407
C -5.67351 1.06818 2.09107
C -3.93912 1.80427 0.48659
C -3.45339 1.75223 2.94807
C -5.08095 -3.99674 1.85355
C -4.71017 -4.86176 3.06842
C -4.99010 -4.84466 0.57472
C -6.52923 -3.53487 2.02100
C -0.22366 -2.82930 -0.95181
C 0.25956 -2.57802 -2.36711
C 0.16866 -3.68617 -3.20476
C 0.46554 -3.61397 -4.55094
C 0.84699 -2.36572 -5.04348
C 0.95331 -1.22821 -4.26308
C 0.66958 -1.33466 -2.87538
O 0.84095 -0.27127 -2.07290
C 1.25571 0.12739 -4.91447
C 1.60080 -0.02198 -6.40032
C 2.44444 0.85039 -4.25710
C -0.01320 0.98942 -4.81011
C 0.33877 -4.80388 -5.49870
C -0.77293 -4.50652 -6.51696
C 1.66689 -5.02642 -6.23508
C -0.02025 -6.09697 -4.76168
H 2.31132 1.21705 2.76037
H 0.66442 0.53352 2.67091
H 1.00519 2.07062 1.90128
H 3.66512 1.33550 0.68121
H 2.31442 2.18926 -0.09648
H 2.96063 0.72392 -0.83754
H 2.13198 -1.22140 2.16921
H 3.39713 -0.95177 0.98992
H 2.00172 -2.99706 0.52460
H 2.11872 -1.84690 -0.81481
H 0.10769 -1.68953 2.18261
H -0.16732 -3.33554 1.59098
H -2.36664 -4.08065 1.58871
H -5.56629 -1.28817 1.92059
H -6.25522 0.63290 1.27622
H -5.98564 2.10785 2.20061
H -5.91344 0.54533 3.01959
H -4.39574 1.29297 -0.36094
H -2.87924 1.92071 0.27485
H -4.37531 2.80273 0.57019
H -3.63858 1.24318 3.89695
H -3.81835 2.77886 3.02786
H -2.38092 1.78469 2.77003
H -3.69943 -5.26152 2.98103
H -5.39958 -5.70479 3.15623
H -4.76457 -4.27241 3.98561
H -3.99728 -5.28183 0.45738
H -5.19498 -4.23174 -0.30465
H -5.71602 -5.66034 0.61061
H -6.65572 -2.95277 2.93601
H -7.18271 -4.40648 2.08432
H -6.85460 -2.93108 1.17205
H -1.31441 -2.79934 -0.94131
H 0.08977 -3.83885 -0.66129
H -0.15729 -4.62010 -2.76311
H 1.07117 -2.29010 -6.09795
H 2.46909 -0.66822 -6.54897
H 1.84049 0.96233 -6.80490
H 0.75942 -0.41535 -6.97346
H 3.33962 0.22333 -4.28351
H 2.23041 1.10777 -3.22478
H 2.65475 1.77423 -4.80120
H -0.86989 0.45637 -5.22682
H 0.11930 1.92274 -5.36341
H -0.24944 1.24028 -3.77956
H -0.53874 -3.62615 -7.11686
H -1.71650 -4.31976 -6.00117
H -0.90773 -5.35562 -7.19142
H 1.96017 -4.15000 -6.81355
H 1.57897 -5.87142 -6.92172
H 2.46426 -5.24506 -5.52181
H -1.00277 -6.02181 -4.29262
H 0.72288 -6.33157 -3.99689
H -0.04896 -6.92614 -5.47018
N -2.75763 -0.72395 -2.08613
C -1.86697 -0.30694 -1.47765
Br 2.73861 6.46875 1.11821
C 1.71313 5.96324 -0.40313
C 1.68372 6.79033 -1.51257
C 0.94244 6.39695 -2.61864
C 0.25188 5.19611 -2.61257
C 0.29365 4.37622 -1.49239
C 1.02407 4.76561 -0.37548
C -0.44053 3.06227 -1.52134
O -1.28872 2.83233 -2.35103
O -0.07113 2.23064 -0.56920
H 2.22547 7.72585 -1.50911
H 0.90590 7.03883 -3.48907
H -0.32265 4.87216 -3.47005
H 1.03596 4.14738 0.51015